Record 1
# C27H31N2O2

A cluster of 2 separate species, C27H31N2O2 in total in a non-equilibrium geometry (the ωB97M-V functional and the def2-TZVPD basis, OMol25).

Structure (ORCA input):
```
! wB97M-V def2-TZVPD RIJCOSX def2/J DEFGRID3
* xyz 1 1
C -5.344 1.309 -4.656
C -3.988 1.616 -4.505
C -3.238 1.027 -3.484
C -3.873 0.119 -2.635
O -3.184 -0.420 -1.543
C -2.861 0.459 -0.508
C -3.767 0.601 0.551
C -3.449 1.441 1.595
C -2.202 2.129 1.639
C -1.873 2.870 2.810
C -1.184 4.113 2.830
C -1.099 4.830 4.064
C -0.351 5.993 4.168
C 0.355 6.484 3.055
C 0.217 5.851 1.812
C -0.595 4.729 1.679
C -1.304 1.948 0.549
C -1.648 1.155 -0.532
C -5.214 -0.241 -2.800
C -5.957 0.393 -3.795
H -5.925 1.780 -5.452
H -3.498 2.318 -5.181
H -2.183 1.259 -3.329
H -4.709 0.052 0.527
H -4.156 1.586 2.415
H -2.361 2.573 3.738
H -1.661 4.445 4.919
H -0.307 6.530 5.118
H 0.991 7.366 3.154
H 0.737 6.248 0.937
H -0.797 4.325 0.687
H -0.315 2.408 0.584
H -0.986 1.053 -1.394
H -5.648 -0.974 -2.121
H -7.016 0.154 -3.896
C 6.033 -0.291 4.739
C 4.538 -0.477 4.939
C 3.726 0.757 4.547
N 2.330 0.670 4.975
C 1.293 0.752 4.118
C -0.099 0.626 4.769
C -0.301 -0.482 5.829
C -1.591 -1.215 5.417
C -1.877 -0.787 3.966
N -1.057 0.395 3.722
O 1.415 0.921 2.904
H 6.558 -1.217 4.986
H 6.272 -0.034 3.703
H 6.422 0.498 5.389
H 4.176 -1.314 4.327
H 4.333 -0.730 5.987
H 4.168 1.658 4.997
H 3.711 0.883 3.460
H 2.156 0.567 5.969
H -0.280 1.612 5.229
H 0.551 -1.177 5.846
H -0.396 -0.005 6.810
H -1.487 -2.299 5.498
H -2.417 -0.889 6.056
H -1.639 -1.604 3.261
H -2.936 -0.538 3.814
H -0.660 0.443 2.783
*
```

- ΔE to the lowest compared entry with this formula, charge and spin (eV) = 1.363


Record 2
# C40H16BrF19GeN2PReS2

A structure of composition C40H16BrF19GeN2PReS2 (the ωB97M-V functional and the def2-TZVPD basis, OMol25).

Structure (ORCA input):
```
! wB97M-V def2-TZVPD RIJCOSX def2/J DEFGRID3
* xyz 3 4
Re 0.696 -0.784 -0.849
F 7.519 -2.400 0.241
C 6.238 -2.246 0.430
C 5.679 -2.468 1.682
F 6.434 -2.837 2.686
C 4.310 -2.297 1.862
F 3.793 -2.513 3.062
C 3.473 -1.915 0.821
P 1.727 -1.652 1.169
C 0.930 -3.197 1.563
C -0.428 -3.206 1.903
C -1.047 -4.406 2.200
C -0.326 -5.596 2.143
C 1.012 -5.590 1.781
C 1.646 -4.392 1.487
C 1.641 -0.431 2.472
C 0.762 -0.553 3.550
C 0.751 0.426 4.530
C 1.619 1.507 4.449
C 2.516 1.611 3.393
C 2.527 0.648 2.399
C 4.066 -1.701 -0.420
Br 3.048 -1.179 -1.952
C 5.419 -1.857 -0.635
F 5.944 -1.647 -1.825
H -0.996 -2.285 1.946
H -2.089 -4.420 2.488
H -0.813 -6.531 2.387
H 1.568 -6.517 1.738
H 2.692 -4.401 1.211
H 0.111 -1.410 3.646
H 0.082 0.330 5.374
H 1.620 2.253 5.232
H 3.227 2.426 3.367
H 3.266 0.703 1.607
C -0.768 -2.605 -4.901
N -1.786 -2.485 -3.851
C -3.139 -2.403 -4.087
C -3.765 -2.413 -2.883
N -2.778 -2.509 -1.937
C -1.577 -2.532 -2.532
S -0.038 -2.807 -1.749
H -1.146 -2.116 -5.793
H -0.577 -3.657 -5.100
H 0.141 -2.110 -4.575
H -3.537 -2.368 -5.086
H -4.809 -2.380 -2.630
H -2.914 -2.561 -0.939
F -1.202 4.722 1.248
C -0.022 4.190 0.963
C 0.042 2.981 0.286
C 1.305 2.540 -0.010
F 1.432 1.347 -0.762
C 2.478 3.180 0.308
F 3.656 2.654 -0.001
C 2.378 4.382 1.003
F 3.467 5.021 1.359
C 1.124 4.890 1.331
F 1.029 6.027 1.978
Ge -1.521 2.066 -0.400
S -1.263 -0.179 0.039
C -1.431 2.234 -2.328
C -1.984 3.379 -2.883
F -2.499 4.291 -2.062
C -1.986 3.633 -4.246
F -2.528 4.726 -4.726
C -1.383 2.716 -5.099
F -1.362 2.925 -6.392
C -0.767 1.585 -4.572
F -0.149 0.722 -5.373
C -0.789 1.379 -3.208
F -0.080 0.275 -2.756
C -3.158 2.400 0.522
C -4.400 2.432 -0.097
F -4.502 2.130 -1.395
C -5.558 2.722 0.605
F -6.725 2.743 -0.007
C -5.478 2.970 1.972
F -6.565 3.236 2.653
C -4.250 2.904 2.628
F -4.177 3.106 3.930
C -3.119 2.614 1.893
F -1.936 2.530 2.526
*
```

- ΔE to the lowest compared entry with this formula, charge and spin (eV) = 0.000


Record 3
# C12H9BKO4

A structure of composition C12H9BKO4 in a non-equilibrium geometry (the ωB97M-V functional and the def2-TZVPD basis, OMol25).

Structure (ORCA input):
```
! wB97M-V def2-TZVPD RIJCOSX def2/J DEFGRID3
* xyz 1 1
C 2.797 -2.422 0.493
C 2.243 -1.952 -0.840
C 1.064 -0.773 -0.709
C 1.444 0.628 -0.382
B 2.993 1.181 -0.167
O 4.160 0.633 -0.945
O 3.360 2.272 0.802
C 0.219 1.752 -0.215
O 0.449 3.063 -0.336
C -1.305 1.204 0.064
C -2.531 2.107 0.729
C -4.029 1.399 0.951
C -4.377 -0.152 0.498
C -3.165 -1.040 -0.158
C -1.684 -0.360 -0.333
C -0.487 -1.309 -0.950
O -0.688 -2.487 -1.588
H 3.505 -1.653 1.067
H 2.490 -3.467 0.960
H 2.648 -2.356 -1.865
H 5.021 0.992 -0.566
H 3.388 3.121 0.234
H -2.306 3.224 1.064
H -4.882 2.028 1.452
H -5.459 -0.568 0.662
H -3.410 -2.160 -0.486
K -1.459 -2.904 0.563
*
```


Record 4
# C54H66N6O18

A cluster of 12 separate species, C54H66N6O18 in total in a non-equilibrium geometry (the ωB97M-V functional and the def2-TZVPD basis, OMol25).

Structure (ORCA input):
```
! wB97M-V def2-TZVPD RIJCOSX def2/J DEFGRID3
* xyz -1 2
C 9.604 -25.192 -10.011
C 10.725 -24.343 -10.021
C 10.724 -23.240 -10.931
C 9.657 -22.998 -11.829
C 8.633 -23.913 -11.730
C 8.560 -25.003 -10.820
N 9.614 -21.856 -12.791
O 10.651 -21.230 -12.970
O 8.567 -21.628 -13.323
H 9.640 -26.028 -9.328
H 11.599 -24.230 -9.397
H 11.600 -22.610 -10.978
H 7.711 -23.872 -12.292
H 7.734 -25.696 -10.756
C 11.757 -20.555 -15.899
C 12.244 -21.822 -15.658
C 13.576 -22.153 -15.841
C 14.482 -21.195 -16.295
C 13.997 -19.872 -16.557
C 12.636 -19.579 -16.348
N 15.911 -21.525 -16.484
O 16.614 -20.823 -17.182
O 16.381 -22.452 -15.829
H 10.712 -20.309 -15.784
H 11.577 -22.596 -15.309
H 13.885 -23.149 -15.561
H 14.723 -19.143 -16.886
H 12.227 -18.581 -16.412
C 10.224 -19.619 -9.716
C 11.444 -20.030 -9.145
C 11.431 -20.945 -8.106
C 10.167 -21.369 -7.585
C 8.980 -20.974 -8.231
C 8.976 -20.086 -9.226
N 10.165 -22.336 -6.507
O 11.054 -22.402 -5.717
O 9.227 -23.066 -6.524
H 10.084 -18.914 -10.523
H 12.322 -19.604 -9.607
H 12.361 -21.301 -7.687
H 8.068 -21.427 -7.871
H 8.032 -19.699 -9.581
C 4.898 -18.329 -15.301
C 4.816 -17.539 -14.141
C 5.108 -18.064 -12.873
C 5.448 -19.408 -12.766
C 5.587 -20.175 -13.924
C 5.212 -19.673 -15.135
N 5.804 -20.004 -11.423
O 5.323 -19.503 -10.433
O 6.473 -20.994 -11.359
H 4.911 -17.814 -16.250
H 4.500 -16.510 -14.226
H 4.903 -17.412 -12.037
H 5.857 -21.219 -13.865
H 5.196 -20.305 -16.011
C 11.281 -16.957 -21.723
C 11.805 -17.652 -20.619
C 11.164 -17.778 -19.427
C 9.913 -17.109 -19.264
C 9.450 -16.274 -20.300
C 10.175 -16.197 -21.543
N 9.209 -17.191 -17.971
O 9.661 -17.945 -17.104
O 8.186 -16.524 -17.872
H 11.904 -16.957 -22.605
H 12.758 -18.151 -20.715
H 11.682 -18.238 -18.599
H 8.522 -15.736 -20.169
H 9.776 -15.684 -22.406
C 5.308 -16.152 -9.766
C 3.959 -15.936 -9.855
C 3.444 -14.997 -10.746
C 4.251 -14.385 -11.692
C 5.609 -14.655 -11.669
C 6.136 -15.524 -10.707
N 3.714 -13.465 -12.708
O 4.481 -12.981 -13.499
O 2.526 -13.232 -12.767
H 5.671 -16.800 -8.981
H 3.277 -16.474 -9.212
H 2.384 -14.790 -10.757
H 6.280 -14.218 -12.393
H 7.197 -15.719 -10.735
C 8.121 -20.401 -18.958
C 8.647 -21.590 -18.162
O 9.389 -22.454 -18.602
C 8.208 -21.603 -16.781
H 7.116 -20.646 -19.301
H 8.773 -20.372 -19.831
H 8.149 -19.492 -18.357
H 8.389 -20.632 -16.319
H 8.723 -22.320 -16.142
H 7.149 -21.801 -16.611
C 14.549 -17.411 -13.248
C 14.176 -17.955 -11.915
O 13.473 -18.947 -11.878
C 14.614 -17.149 -10.735
H 14.369 -18.132 -14.046
H 15.625 -17.276 -13.140
H 14.149 -16.449 -13.568
H 13.972 -16.286 -10.560
H 15.617 -16.722 -10.737
H 14.474 -17.764 -9.846
C 8.427 -16.693 -8.066
C 9.473 -15.712 -8.410
O 9.503 -14.660 -7.818
C 10.462 -16.003 -9.534
H 8.040 -17.277 -8.900
H 7.592 -16.241 -7.529
H 8.948 -17.386 -7.406
H 11.210 -16.773 -9.345
H 11.005 -15.160 -9.962
H 9.919 -16.426 -10.379
C 6.901 -14.097 -15.389
C 7.781 -12.994 -14.897
O 7.401 -11.839 -14.904
C 8.990 -13.473 -14.176
H 6.521 -14.674 -14.545
H 7.361 -14.839 -16.042
H 6.041 -13.616 -15.855
H 9.525 -14.147 -14.846
H 8.649 -13.976 -13.270
H 9.606 -12.632 -13.860
C 13.556 -14.788 -16.234
C 12.414 -14.720 -17.150
O 11.278 -15.018 -16.753
C 12.563 -14.361 -18.613
H 14.360 -15.331 -16.730
H 13.299 -15.226 -15.269
H 14.059 -13.835 -16.070
H 13.544 -14.562 -19.042
H 12.469 -13.279 -18.698
H 11.837 -14.826 -19.281
C 8.932 -18.537 -13.541
C 9.395 -17.176 -13.366
O 8.799 -16.381 -12.724
C 10.780 -16.861 -13.920
H 8.919 -18.775 -14.605
H 7.925 -18.615 -13.131
H 9.579 -19.165 -12.928
H 10.982 -15.789 -13.922
H 10.889 -17.182 -14.956
H 11.459 -17.381 -13.245
*
```


Record 5
# C19H15F2N2O6S

A structure of composition C19H15F2N2O6S in a non-equilibrium geometry (the ωB97M-V functional and the def2-TZVPD basis, OMol25).

Structure (ORCA input):
```
! wB97M-V def2-TZVPD RIJCOSX def2/J DEFGRID3
* xyz -1 1
C 3.486 0.863 -1.251
C 2.906 -0.422 -0.733
O 1.513 -0.385 -1.100
C 0.868 -1.529 -0.764
C -0.583 -1.412 -1.087
C -1.247 -2.599 -1.557
C -0.842 -3.935 -1.203
C -1.503 -5.063 -1.674
C -2.598 -4.925 -2.552
N -3.323 -6.070 -2.996
O -4.300 -5.875 -3.753
O -2.975 -7.206 -2.616
C -3.012 -3.635 -2.952
C -2.383 -2.515 -2.444
O 1.430 -2.470 -0.222
H 4.486 0.997 -0.846
H 3.580 0.805 -2.338
H 2.880 1.736 -0.978
H 3.364 -1.309 -1.199
H 2.987 -0.507 0.358
H -0.856 -0.505 -1.638
H 0.021 -4.056 -0.555
H -1.193 -6.070 -1.388
H -3.852 -3.554 -3.653
H -2.737 -1.519 -2.732
F -3.287 -0.006 0.046
C -2.340 0.910 0.485
F -2.839 1.536 1.605
S -0.834 -0.032 0.747
N -0.022 1.565 1.578
C -0.106 1.888 2.950
O -0.606 1.207 3.835
C 0.580 3.220 3.051
C 1.061 3.570 1.809
C 1.825 4.721 1.618
C 2.086 5.528 2.731
C 1.534 5.213 3.986
C 0.773 4.049 4.157
C 0.597 2.550 0.816
O 0.697 2.571 -0.419
H -2.173 1.667 -0.297
H 2.194 4.950 0.621
H 2.715 6.410 2.630
H 1.708 5.873 4.829
H 0.318 3.770 5.099
*
```


Record 6
# C8H7O2S

A cluster of 2 separate species, C8H7O2S in total in a non-equilibrium geometry (the ωB97M-V functional and the def2-TZVPD basis, OMol25).

Structure (ORCA input):
```
! wB97M-V def2-TZVPD RIJCOSX def2/J DEFGRID3
* xyz -1 1
C 2.187 -1.114 0.986
C 2.424 -0.057 0.151
C 0.907 -1.344 1.503
C 1.422 0.762 -0.274
C -0.144 -0.622 1.060
C 0.100 0.498 0.246
C -1.760 2.243 -0.474
C -0.975 1.160 -0.320
O -3.543 -0.680 -2.318
O -1.742 -1.870 -1.099
S -2.132 -0.869 -2.096
H 3.047 -1.793 1.080
H 3.462 0.097 -0.093
H 0.735 -2.287 2.003
H 1.634 1.454 -1.004
H -1.191 -0.853 1.321
H -2.582 2.353 -1.073
H -1.851 2.922 0.400
*
```

- ΔE to the lowest compared entry with this formula, charge and spin (eV) = 1.314


Record 7
# C34H59N7O6Si2Y

A structure of composition C34H59N7O6Si2Y (the ωB97M-V functional and the def2-TZVPD basis, OMol25).

Structure (ORCA input):
```
! wB97M-V def2-TZVPD RIJCOSX def2/J DEFGRID3
* xyz 1 1
Y -0.202 -0.217 -0.328
C -2.625 3.095 2.759
N -1.616 2.344 3.495
C -1.580 2.586 4.931
C -0.724 1.564 2.873
O -0.778 1.274 1.678
C 0.474 1.103 3.714
O 1.543 0.700 2.904
C 2.355 1.726 2.378
C 2.554 1.510 0.872
O 1.571 1.230 0.172
N 3.762 1.691 0.349
C 3.983 1.406 -1.065
C 4.960 1.966 1.137
H -3.623 2.705 2.953
H -2.419 3.036 1.697
H -2.582 4.138 3.080
H -2.590 2.817 5.262
H -0.934 3.430 5.186
H -1.257 1.702 5.477
H 0.180 0.241 4.317
H 0.780 1.891 4.409
H 3.297 1.737 2.922
H 1.889 2.714 2.487
H 3.045 1.131 -1.533
H 4.691 0.581 -1.158
H 4.395 2.288 -1.556
H 4.796 2.767 1.853
H 5.739 2.297 0.455
H 5.306 1.068 1.651
C -1.580 1.154 -7.105
O -1.006 -0.144 -7.118
C -0.530 -0.639 -5.960
C -0.001 -1.944 -6.048
C 0.507 -2.528 -4.927
C 0.502 -1.874 -3.671
C 0.969 -2.536 -2.491
C 1.681 -3.860 -2.568
O 0.788 -2.084 -1.340
C -0.040 -0.558 -3.592
O -0.071 0.107 -2.477
C -0.541 0.047 -4.763
H -1.909 1.344 -8.122
H -0.843 1.905 -6.812
H -2.436 1.194 -6.428
H -0.017 -2.446 -7.004
H 0.898 -3.533 -4.999
H 2.234 -4.016 -3.489
H 0.936 -4.655 -2.470
H 2.354 -3.932 -1.716
H -0.923 1.054 -4.686
C -5.255 -1.739 0.679
Si -3.736 -0.885 -0.057
C -3.957 0.875 0.587
C -4.000 -0.844 -1.937
C -2.078 -1.616 0.376
Si -2.049 -3.432 -0.052
C -0.500 -4.368 0.533
C -2.195 -3.682 -1.919
C -3.405 -4.498 0.733
H -6.099 -1.046 0.609
H -5.109 -1.971 1.737
H -5.547 -2.658 0.174
H -4.850 1.310 0.129
H -3.119 1.545 0.420
H -4.139 0.827 1.665
H -4.625 0.012 -2.209
H -4.525 -1.738 -2.277
H -3.080 -0.788 -2.526
H -2.026 -1.547 1.483
H 0.456 -3.939 0.239
H -0.574 -5.368 0.095
H -0.513 -4.522 1.617
H -1.682 -2.922 -2.509
H -3.237 -3.685 -2.241
H -1.781 -4.657 -2.197
H -3.612 -4.202 1.764
H -3.063 -5.536 0.752
H -4.351 -4.481 0.193
C -2.078 4.562 -1.924
C -1.133 4.526 -0.911
C -0.678 3.296 -0.469
N -1.087 2.134 -0.979
C -1.988 2.181 -1.966
C -2.517 3.362 -2.458
H -2.460 5.506 -2.289
H -0.749 5.433 -0.464
H 0.053 3.224 0.326
H -2.298 1.230 -2.377
H -3.257 3.330 -3.245
C 1.416 -2.366 5.520
C 2.755 -2.973 5.115
C 3.866 -1.932 5.173
C 2.676 -3.653 3.749
N 2.344 -2.732 2.664
C 1.161 -2.321 2.198
N 1.381 -1.460 1.237
N 2.716 -1.349 1.123
N 3.301 -2.109 1.966
H 1.463 -1.991 6.542
H 0.602 -3.091 5.467
H 1.179 -1.520 4.873
H 2.994 -3.779 5.814
H 3.663 -1.106 4.487
H 4.835 -2.355 4.907
H 3.940 -1.517 6.179
H 1.916 -4.435 3.740
H 3.627 -4.101 3.469
H 0.205 -2.674 2.540
*
```

- ΔE to the lowest compared entry with this formula, charge and spin (eV) = 0.423


Going through the records in order, we get electronic energy values of -1307.1802, -9406.7643, -1387.7028, -3779.5700, -1891.8615, -857.6504, -2783.0429 a.u..